# 1
Molecular formula: C7H10F3NO3
Method: DFT, wB97M-V/def2-TZVPD

Calculated values
SMILES string   CCCN[C@H]1OC(=O)O[C@H]1C(F)(F)F
ΔE to the lowest compared entry with this formula, charge and spin   0.0 kJ/mol
LUMO   0.6 eV

The geometry in ORCA input format:
```
! wB97M-V def2-TZVPD RIJCOSX def2/J DEFGRID3
* xyz 0 1
C -3.014 -0.354 1.000
C -2.438 0.840 0.210
C -0.914 0.990 0.330
N -0.241 0.701 -0.936
C 0.593 -0.438 -0.877
O 1.104 -0.880 -2.114
C 2.023 -1.834 -1.743
O 2.202 -2.907 -2.272
O 2.707 -1.339 -0.682
C 1.791 -0.573 0.127
C 2.545 0.672 0.591
F 2.371 0.850 1.898
F 2.151 1.775 -0.040
F 3.853 0.547 0.380
H -2.232 -0.866 1.542
H -3.508 -1.058 0.346
H -3.743 -0.019 1.725
H -2.931 1.728 0.581
H -2.700 0.762 -0.830
H -0.720 2.021 0.591
H -0.555 0.367 1.141
H 0.222 1.507 -1.326
H -0.078 -1.242 -0.557
H 1.514 -1.251 0.916
*
```

Atom charges from the Mulliken analysis, given in e for atoms 1 to 2: -1.120, -0.523

---

# 2
Molecular formula: C14H12Cl2N2O4RhTi
Method: DFT, wB97M-V/def2-TZVPD

Calculated values
LUMO (spin up / spin down)   -14.9 / -17.4 eV

The geometry in ORCA input format:
```
! wB97M-V def2-TZVPD RIJCOSX def2/J DEFGRID3
* xyz 4 6
Rh -0.407 -0.919 -3.242
Ti -0.203 -0.311 -0.263
Cl -0.556 -2.592 -1.558
Cl -1.439 1.573 -0.367
C 1.581 0.145 -0.707
C 0.759 -1.851 -4.338
C -0.157 0.739 -3.952
O 2.663 0.497 -1.032
O 1.398 -2.498 -5.064
O -0.066 1.835 -4.329
C -1.570 -0.271 6.097
N -1.696 -0.285 4.660
N -0.746 -0.760 3.830
C -1.114 -0.470 2.552
O -0.322 -0.806 1.577
C -2.356 0.202 2.616
C -2.673 0.313 3.953
C -3.839 0.926 4.618
C 0.392 -1.489 4.289
C 0.190 -2.586 5.133
C 1.305 -3.281 5.612
C 2.595 -2.868 5.240
C 2.772 -1.759 4.411
C 1.670 -1.063 3.929
H -0.543 -0.484 6.393
H -2.240 -1.015 6.548
H -1.841 0.723 6.468
H -2.848 0.611 1.742
H -4.418 0.201 5.205
H -3.583 1.761 5.287
H -4.484 1.317 3.823
H -0.825 -2.880 5.412
H 1.164 -4.138 6.279
H 3.467 -3.414 5.619
H 3.767 -1.422 4.133
H 1.784 -0.177 3.304
*
```

Atom charges from the Mulliken analysis, given in e for atoms 1 to 2: 0.328, 0.815

---

# 3
Molecular formula: C2H4N3PS
Method: DFT, wB97M-V/def2-TZVPD

Calculated values
ΔE to the lowest compared entry with this formula, charge and spin   333.3 kJ/mol
LUMO (spin up / spin down)   -0.3 / -0.3 eV

The geometry in ORCA input format:
```
! wB97M-V def2-TZVPD RIJCOSX def2/J DEFGRID3
* xyz 0 1
C 2.202 0.982 -0.083
C -0.109 0.373 -0.172
N 3.953 -0.554 -0.103
N 1.500 -1.089 0.506
N 1.260 0.158 0.163
P 3.049 -1.750 0.110
S 2.567 2.483 -0.152
H -0.372 1.432 -0.465
H -0.297 -0.237 -1.055
H -0.684 -0.108 0.572
H 0.622 -1.648 0.784
*
```

Atom charges from the Mulliken analysis, given in e for atoms 1 to 2: 0.499, -0.779

---

# 4
Molecular formula: I7In3O8S2
Method: DFT, wB97M-V/def2-TZVPD

Calculated values
LUMO   0.3 eV

The geometry in ORCA input format:
```
! wB97M-V def2-TZVPD RIJCOSX def2/J DEFGRID3
* xyz -2 1
In 1.395 -2.183 2.031
In -4.577 -1.882 -1.171
In -2.867 -4.314 1.340
S 4.947 3.735 0.091
O -3.103 -2.292 0.600
O 5.671 2.572 0.392
O 4.767 4.097 -1.291
O 4.547 4.508 1.197
S -3.591 1.720 -2.156
O -3.663 0.355 -1.637
O -2.470 2.390 -1.598
O 1.628 0.607 5.131
O -4.824 2.356 -2.637
I 4.127 -4.106 0.801
I -6.773 -1.123 -2.286
I -3.872 -4.340 -2.037
I -0.281 -4.645 1.891
I 1.989 2.135 -1.600
I 3.334 -0.502 -1.805
I 3.616 0.913 4.745
*
```

Atom charges from the Mulliken analysis, given in e for atoms 1 to 2: 0.561, 0.907

---

# 5
Molecular formula: C36H41FeGeN5O2S2
Method: DFT, wB97M-V/def2-TZVPD

Calculated values
ΔE to the lowest compared entry with this formula, charge and spin   40.8 kJ/mol
LUMO (spin up / spin down)   2.4 / 2.4 eV

The geometry in ORCA input format:
```
! wB97M-V def2-TZVPD RIJCOSX def2/J DEFGRID3
* xyz -1 6
Fe -0.715 1.078 -0.046
C 2.375 -5.306 -0.811
C 1.064 -5.417 -1.541
C 0.684 -6.595 -2.167
C -0.526 -6.706 -2.837
C -1.373 -5.610 -2.891
C -1.012 -4.421 -2.280
C 0.200 -4.313 -1.593
N 0.594 -3.128 -0.958
C -0.232 -2.014 -0.731
N -1.405 -2.314 -0.125
C -2.502 -1.482 0.217
C -2.455 -0.093 0.050
C -3.660 0.586 0.274
C -4.814 -0.052 0.709
C -4.781 -1.414 0.960
C -3.631 -2.150 0.714
C -3.615 -3.633 1.001
N 0.146 -0.832 -1.024
C 1.390 -0.599 -1.639
C 2.517 -0.376 -0.847
C 3.734 -0.065 -1.432
C 3.834 0.026 -2.812
C 2.711 -0.192 -3.600
C 1.482 -0.506 -3.034
C 0.252 -0.721 -3.871
H 2.853 -6.281 -0.729
H 2.226 -4.905 0.193
H 3.063 -4.636 -1.334
H 1.351 -7.449 -2.126
H -0.800 -7.637 -3.318
H -2.313 -5.671 -3.424
H -1.664 -3.560 -2.346
H 1.570 -2.887 -1.039
H -1.514 -3.286 0.104
H -3.692 1.658 0.111
H -5.733 0.505 0.867
H -5.661 -1.919 1.346
H -4.566 -3.941 1.434
H -2.827 -3.891 1.715
H -3.462 -4.229 0.095
H 2.396 -0.403 0.230
H 4.600 0.122 -0.808
H 4.781 0.273 -3.277
H 2.788 -0.100 -4.678
H 0.422 -0.412 -4.902
H -0.578 -0.147 -3.455
H -0.044 -1.774 -3.871
O 0.847 6.520 -0.258
C 1.724 5.814 -0.986
C 2.846 6.477 -1.481
C 3.802 5.797 -2.213
C 3.648 4.440 -2.480
C 2.528 3.779 -2.013
C 1.556 4.442 -1.263
C 0.425 3.653 -0.739
O 0.251 2.469 -1.155
N -0.340 4.242 0.176
N -1.139 3.364 0.830
C -1.925 3.797 1.721
S -2.591 2.705 2.922
C -3.997 3.790 3.398
C -4.019 5.025 2.510
S -2.317 5.505 2.062
H 0.217 5.854 0.145
H 2.951 7.533 -1.265
H 4.677 6.327 -2.570
H 4.398 3.905 -3.049
H 2.383 2.724 -2.206
H -3.861 4.046 4.448
H -4.910 3.207 3.281
H -4.477 5.878 3.007
H -4.552 4.819 1.582
C 2.887 -0.592 3.281
Ge 1.019 0.145 3.275
C 1.017 1.549 4.691
C -0.112 -1.336 3.961
C 0.539 0.864 1.582
H 3.220 -0.818 4.297
H 3.577 0.134 2.845
H 2.943 -1.509 2.689
H 1.414 1.183 5.641
H -0.003 1.905 4.850
H 1.619 2.399 4.366
H 0.236 -1.647 4.948
H -0.075 -2.199 3.293
H -1.152 -1.014 4.043
H 1.289 1.648 1.357
*
```

Atom charges from the Mulliken analysis, given in e for atoms 1 to 2: 0.157, -1.576

---

# 6
Molecular formula: C5H15Co3F2N5O18P2
Method: DFT, wB97M-V/def2-TZVPD

Calculated values
LUMO (spin up / spin down)   2.9 / 2.9 eV

The geometry in ORCA input format:
```
! wB97M-V def2-TZVPD RIJCOSX def2/J DEFGRID3
* xyz -2 10
Co 1.755 0.654 -2.687
Co 2.146 2.188 0.022
Co 2.753 -0.839 0.753
P 0.565 -0.034 -0.554
O 2.080 0.290 -0.787
O 0.351 1.518 -0.128
O 0.915 -1.056 0.528
O 0.262 -0.350 -2.028
P 3.465 2.625 -2.373
O 3.319 1.517 -3.419
O 1.978 2.514 -2.067
O 3.289 4.025 -2.876
O 3.847 2.373 -0.881
F 2.778 1.026 1.667
F 1.608 4.189 0.174
C -2.762 -0.990 -1.855
N -3.077 -2.210 -1.064
O -3.809 -1.994 -0.167
O -2.610 -3.336 -1.397
H -3.726 -0.595 -2.177
H -2.106 -1.202 -2.699
H -2.326 -0.252 -1.182
C -0.241 1.123 -6.592
N -0.400 0.738 -5.225
O -1.537 0.382 -4.890
O 0.594 0.820 -4.475
H -0.505 2.170 -6.742
H -1.040 0.618 -7.134
H 0.753 0.828 -6.928
C -1.726 2.357 2.073
N -2.790 2.555 3.115
O -2.695 1.980 4.187
O -3.790 3.140 2.845
H -1.102 1.616 2.572
H -1.304 3.321 1.789
H -2.106 1.918 1.150
C 2.269 -2.908 4.810
N 2.377 -3.018 3.320
O 2.694 -2.065 2.647
O 2.274 -4.094 2.786
H 1.465 -3.572 5.130
H 2.042 -1.858 4.993
H 3.188 -3.373 5.166
C -1.427 -1.209 2.707
N -1.266 -2.619 3.292
O -1.567 -3.502 2.455
O -0.723 -2.708 4.360
H -2.198 -0.689 3.275
H -1.497 -1.224 1.619
H -0.439 -0.788 2.890
*
```

Atom charges from the Mulliken analysis, given in e for atoms 1 to 2: 0.500, 1.158